Run i
The following is a DFT calculation (ωB97M-V/def2-TZVPD) of an isolated ion of composition C7H14NOS and charge +1.

Summary:
**HOMO level (spin up / spin down)**: -13.70 / -13.70 eV
**Charge**: +1
**Frontier orbital gap (spin up / spin down)**: 9.05 / 9.05 eV
**Lowest unoccupied orbital energy (spin up / spin down)**: -4.6446 / -4.6443 eV

Each line ends with the Mulliken charge.
Geometry (Å):
C1 0.603 -1.296 -0.148  -0.168
C2 -0.718 -1.627 -0.607  -0.757
C3 -1.786 -1.479 0.494  -0.768
C4 -2.519 -0.092 0.583  -0.920
C5 -1.513 1.041 0.760  -0.116
C6 -0.559 1.359 -0.396  -0.540
C7 3.245 1.445 -0.613  -0.888
N1 1.052 -0.097 -0.125  -0.279
O1 3.454 -0.847 0.516  -0.510
S1 2.697 0.373 0.707  0.585
H1 1.322 -2.012 0.123  0.635
H2 -1.015 -1.076 -1.446  0.362
H3 -0.519 -2.748 -0.909  0.301
H4 -2.582 -2.256 0.434  0.360
H5 -1.371 -1.794 1.422  0.536
H6 -3.018 -0.027 -0.293  0.432
H7 -3.097 -0.132 1.441  0.376
H8 -2.160 1.878 0.544  0.302
H9 -0.909 0.906 1.724  0.319
H10 -0.928 0.968 -1.353  0.416
H11 0.171 2.293 -0.253  0.288
H12 2.883 1.021 -1.563  0.312
H13 4.283 1.627 -0.536  0.405
H14 2.983 2.570 -0.505  0.317

---

Run ii
The following is a DFT calculation (ωB97M-V/def2-TZVPD) of an isolated ion of composition C7H14NOS and charge +1.

Summary:
**HOMO level**: -13.20 eV
**Charge**: +1
**Frontier orbital gap**: 10.03 eV
**Lowest unoccupied orbital energy**: -3.1650 eV

Each line ends with the Mulliken charge.
Geometry (Å):
C1 0.726 -0.625 1.847  -0.684
C2 -1.523 -1.130 -0.088  0.745
C3 -2.909 -0.751 -0.442  -1.329
C4 1.708 0.189 -1.711  -1.289
C5 0.502 1.753 1.435  -0.734
C6 -0.494 0.037 0.010  -0.679
C7 0.844 -0.838 -0.877  0.109
N1 0.098 0.377 1.214  0.179
O1 -1.166 -2.187 0.310  -0.572
S1 1.659 -1.766 0.366  -0.053
H1 -0.090 -1.322 2.034  0.431
H2 1.338 -0.369 2.648  0.513
H3 -3.010 0.096 -1.236  0.303
H4 -3.283 -0.324 0.460  0.373
H5 -3.643 -1.542 -0.657  0.384
H6 2.498 -0.442 -2.236  0.355
H7 1.203 0.694 -2.414  0.445
H8 2.109 1.050 -1.073  0.245
H9 -0.417 2.371 1.386  0.322
H10 1.171 2.134 0.571  0.220
H11 0.919 1.946 2.462  0.336
H12 -0.823 0.879 -0.664  0.555
H13 0.537 -1.574 -1.660  0.470
H14 0.564 -2.595 0.372  0.355

---

Which structure is most stable? run ii, by 181.0 kJ/mol over the runner-up.